No. 1
{"formula": "C5H11ClN4", "method": "ωB97M-V/def2-TZVPD", "species": ["C", "C", "C", "C", "C", "N", "N", "N", "N", "Cl", "H", "H", "H", "H", "H", "H", "H", "H", "H", "H", "H"], "positions_angstrom": [[2.78, 0.91, 0.10], [-2.03, -0.46, 0.15], [-0.01, 0.87, -0.53], [-2.40, -1.88, 0.29], [1.97, 0.22, -0.84], [3.47, 0.25, 1.01], [-2.85, 0.57, 0.31], [-0.25, 2.05, -0.79], [-0.69, -0.27, -0.13], [1.76, -1.52, -0.69], [2.76, 2.01, -0.07], [-2.84, -2.28, -0.58], [-3.23, -2.08, 0.97], [-1.41, -2.49, 0.53], [2.04, 0.73, -1.76], [3.87, 0.62, 1.77], [-3.86, 0.39, 0.16], [-2.64, 1.50, 0.44], [3.38, -0.84, 1.11], [0.26, 2.75, -1.34], [-0.08, -1.05, -0.12]], "mulliken_charge": [0.13, 0.83, 0.47, -1.14, -0.26, -0.29, -0.26, -0.39, 0.02, -0.18, 0.33, 0.37, 0.42, 0.29, 0.49, 0.24, 0.30, 0.21, 0.24, 0.30, -0.10], "orbital_gap_ev": [6.56, 7.94], "total_charge": 2, "s2": 2.01, "spin_multiplicity": 3}

=====

No. 2
{"formula": "C3H4N2O", "method": "ωB97M-V/def2-TZVPD", "species": ["N", "C", "C", "O", "C", "N", "H", "H", "H", "H"], "positions_angstrom": [[-0.40, 1.55, 0.13], [0.00, 0.15, 0.00], [-1.09, -0.68, 0.00], [-0.43, -1.90, -0.12], [0.90, -1.66, -0.16], [1.24, -0.42, -0.09], [-0.21, 2.16, -0.67], [-0.13, 2.03, 0.99], [-1.42, 1.30, 0.16], [1.53, -2.53, -0.25]], "mulliken_charge": [-0.19, 0.45, -1.15, -0.09, 0.10, -0.61, 0.35, 0.35, 0.39, 0.40], "orbital_gap_ev": 8.48, "total_charge": 0, "relative_energy_kj_mol": 364.0}

=====

No. 3
{"formula": "C6H8CrF8N2O12S4", "method": "ωB97M-V/def2-TZVPD", "species": ["Cr", "N", "S", "O", "O", "F", "S", "O", "O", "F", "C", "O", "O", "O", "C", "F", "F", "F", "S", "O", "O", "N", "S", "O", "O", "C", "F", "F", "F", "C", "C", "C", "O", "H", "H", "H", "H", "H", "H", "H", "H"], "positions_angstrom": [[-0.90, 0.12, 0.15], [-0.25, -1.65, 0.53], [0.92, -2.69, 0.54], [0.87, -3.73, -0.44], [1.67, -2.83, 1.82], [1.88, -1.71, -0.25], [-1.35, -2.81, 1.29], [-2.42, -2.08, 2.03], [-1.00, -4.14, 1.72], [-2.06, -3.12, -0.12], [-3.06, 1.26, 0.13], [-2.67, 0.68, 1.20], [-2.96, 0.11, -0.21], [-2.03, 1.67, -0.46], [2.96, 0.28, 2.49], [3.95, 0.99, 3.09], [3.19, 0.22, 1.18], [3.11, -0.93, 2.98], [1.17, 0.94, 2.86], [0.44, -0.14, 3.51], [1.28, 2.21, 3.59], [0.40, 1.17, 1.22], [1.09, 2.57, 0.81], [2.47, 2.87, 1.29], [0.81, 2.85, -0.59], [0.01, 3.90, 1.78], [-0.63, 4.78, 0.95], [-0.91, 3.22, 2.54], [0.86, 4.63, 2.47], [-1.79, -0.29, -3.42], [-0.63, -0.91, -2.62], [0.39, -1.44, -3.51], [-0.02, 0.13, -1.86], [-1.46, 0.71, -3.68], [-2.75, -0.23, -2.90], [-1.94, -0.79, -4.38], [-1.02, -1.66, -1.92], [0.76, -0.74, -4.26], [0.04, -2.33, -4.03], [1.26, -1.80, -2.95], [0.31, 0.70, -2.56]], "mulliken_charge": [1.24, 0.17, 0.81, -0.56, -0.53, -0.31, 0.90, -0.59, -0.50, -0.26, 0.46, -0.04, -0.08, -0.60, 0.75, -0.25, -0.19, -0.20, 0.86, -0.64, -0.54, -0.03, 0.89, -0.59, -0.63, 0.64, -0.25, -0.21, -0.19, -1.27, 1.01, -1.67, -0.15, 0.30, 0.24, 0.42, 0.00, 0.44, 0.42, 0.37, 0.34], "orbital_gap_ev": [7.64, 8.13], "total_charge": 0, "s2": 6.03, "relative_energy_kj_mol": 0.0, "spin_multiplicity": 5}

=====

No. 4
{"formula": "C27H53N22O11PS3", "method": "ωB97M-V/def2-TZVPD", "species": ["H", "N", "C", "C", "N", "C", "C", "C", "S", "C", "C", "C", "C", "N", "C", "N", "C", "S", "C", "S", "C", "C", "N", "C", "C", "P", "O", "C", "C", "O", "N", "O", "C", "H", "H", "H", "H", "H", "H", "H", "H", "H", "H", "H", "H", "H", "H", "H", "H", "H", "H", "H", "H", "N", "C", "N", "O", "H", "H", "H", "H", "N", "C", "N", "O", "H", "H", "H", "H", "N", "C", "N", "O", "H", "H", "H", "H", "N", "C", "N", "O", "H", "H", "H", "H", "N", "C", "N", "O", "H", "H", "H", "H", "N", "C", "N", "O", "H", "H", "H", "H", "N", "C", "N", "O", "H", "H", "H", "H", "N", "C", "N", "O", "H", "H", "H", "H"], "positions_angstrom": [[-2.76, 0.28, -0.87], [-3.59, 0.75, -1.26], [-4.31, -0.20, -1.71], [-5.70, 0.01, -2.38], [-5.69, -0.07, -3.88], [-4.36, -0.26, -4.43], [-3.90, -1.63, -4.58], [-2.54, -1.87, -5.08], [-2.02, -3.62, -5.21], [-1.61, -0.82, -5.43], [-0.16, -1.02, -5.92], [0.84, -0.61, -4.73], [1.92, 0.46, -5.16], [1.74, 1.80, -4.52], [-2.10, 0.56, -5.32], [-1.26, 1.70, -5.67], [-1.16, 1.88, -6.89], [-1.22, 2.41, -8.41], [-3.44, 0.79, -4.81], [-3.97, 2.51, -4.65], [-5.78, 2.34, -4.83], [-6.55, 3.46, -5.36], [-5.93, 4.71, -5.79], [-7.99, 3.35, -5.46], [-8.61, 2.10, -5.02], [-10.47, 2.03, -5.11], [-11.00, 2.47, -3.75], [-7.84, 0.96, -4.53], [-8.62, -0.31, -4.10], [-9.24, -0.98, -5.22], [-8.15, -1.48, -5.99], [-8.25, -1.12, -7.10], [-6.38, 1.08, -4.42], [-3.96, -1.26, -1.61], [-6.36, -0.83, -2.02], [-6.21, 0.94, -2.05], [-4.54, -2.50, -4.32], [-1.46, -3.68, -6.46], [0.11, -0.37, -6.78], [0.09, -2.08, -6.17], [1.41, -1.49, -4.35], [0.24, -0.18, -3.89], [2.96, 0.15, -4.90], [1.93, 0.66, -6.27], [1.27, 1.67, -3.62], [1.17, 2.41, -5.10], [-5.49, 4.46, -6.68], [-5.18, 4.97, -5.14], [-8.61, 4.19, -5.82], [-10.95, 0.71, -5.34], [-10.97, 2.96, -6.07], [-7.95, -1.02, -3.56], [-9.39, 0.02, -3.35], [3.32, 1.52, -1.74], [4.24, 0.53, -1.61], [4.93, 0.54, -0.44], [4.42, -0.31, -2.47], [3.15, 2.22, -1.04], [2.78, 1.54, -2.59], [5.62, -0.18, -0.30], [4.79, 1.22, 0.29], [-3.51, 2.04, 1.92], [-2.51, 1.14, 2.09], [-1.82, 1.25, 3.26], [-2.24, 0.29, 1.25], [-3.75, 2.75, 2.59], [-4.03, 1.99, 1.06], [-1.08, 0.60, 3.42], [-2.03, 1.94, 3.96], [7.83, -3.23, 1.94], [7.19, -2.82, 0.82], [6.90, -3.81, -0.07], [6.88, -1.65, 0.62], [8.09, -4.18, 2.13], [8.06, -2.52, 2.62], [6.42, -3.54, -0.91], [7.14, -4.77, 0.07], [-10.26, -3.69, -5.42], [-9.84, -4.73, -4.64], [-10.31, -5.95, -5.00], [-9.08, -4.57, -3.70], [-10.88, -3.80, -6.20], [-9.92, -2.77, -5.18], [-10.02, -6.74, -4.44], [-10.94, -6.11, -5.77], [6.09, -0.33, 3.36], [6.75, 0.69, 3.95], [7.64, 1.33, 3.15], [6.55, 1.02, 5.11], [6.24, -0.61, 2.40], [5.42, -0.83, 3.91], [8.15, 2.10, 3.55], [7.82, 1.08, 2.19], [5.27, 0.92, 10.09], [4.99, 0.50, 8.82], [5.89, 0.88, 7.88], [4.00, -0.16, 8.56], [6.09, 1.46, 10.33], [4.63, 0.66, 10.82], [5.73, 0.59, 6.93], [6.71, 1.42, 8.09], [7.34, -1.67, 13.90], [6.59, -0.92, 13.04], [6.70, -1.25, 11.73], [5.87, -0.01, 13.43], [7.93, -2.42, 13.61], [7.28, -1.45, 14.88], [6.16, -0.71, 11.07], [7.28, -1.99, 11.39], [10.50, 1.79, 10.08], [9.51, 1.54, 9.18], [9.80, 1.88, 7.90], [8.44, 1.05, 9.50], [11.38, 2.19, 9.84], [10.31, 1.55, 11.04], [9.09, 1.71, 7.20], [10.67, 2.29, 7.61]], "mulliken_charge": [0.30, -0.55, 0.02, -0.79, 0.84, -1.36, -0.51, 0.40, -0.32, 0.27, -1.07, -0.37, -0.64, -0.68, 0.02, -0.46, 0.31, -0.28, 1.02, -0.47, 0.46, 0.24, -0.67, -0.49, 0.67, 0.54, -0.69, 0.03, -1.46, -0.44, 0.38, -0.38, -0.52, 0.31, 0.40, 0.44, 0.52, 0.18, 0.30, 0.31, 0.43, 0.27, 0.30, 0.39, 0.28, 0.27, 0.31, 0.34, 0.29, -0.01, 0.10, 0.39, 0.68, -0.33, 0.59, -0.28, -0.65, 0.14, 0.27, 0.19, 0.14, -0.32, 0.63, -0.42, -0.62, 0.17, 0.20, 0.22, 0.15, -0.39, 0.62, -0.42, -0.68, 0.16, 0.22, 0.24, 0.16, -0.33, 0.62, -0.39, -0.64, 0.17, 0.35, 0.24, 0.16, -0.28, 0.59, -0.36, -0.71, 0.19, 0.18, 0.20, 0.17, -0.50, 0.65, -0.13, -0.70, 0.19, 0.27, 0.17, 0.14, -0.40, 0.60, -0.28, -0.66, 0.16, 0.23, 0.19, 0.17, -0.42, 0.63, -0.34, -0.62, 0.15, 0.23, 0.18, 0.16], "orbital_gap_ev": 7.70, "smiles": "[H]/N=C/CN1c2cc(S)c(CCCN)c(N=C=S)c2Sc2c(N)cc([PH2]=O)c(CON=O)c21.NC(N)=O.NC(N)=O.NC(N)=O.NC(N)=O.NC(N)=O.NC(N)=O.NC(N)=O.NC(N)=O", "total_charge": 0}

=====

No. 5
{"formula": "C14H18MoNO10P3S3", "method": "ωB97M-V/def2-TZVPD", "species": ["Mo", "N", "C", "C", "P", "O", "O", "O", "P", "O", "O", "O", "H", "H", "H", "H", "H", "H", "H", "H", "S", "P", "S", "C", "C", "C", "C", "C", "C", "C", "C", "C", "C", "C", "C", "H", "H", "H", "H", "H", "H", "H", "H", "H", "H", "O", "S", "O", "O", "O"], "positions_angstrom": [[0.74, 0.22, 1.91], [0.95, -3.65, 2.12], [-0.38, -3.28, 1.50], [-1.16, -4.52, 1.18], [-1.21, -2.17, 2.74], [-1.38, -3.28, 3.92], [-2.44, -1.54, 2.24], [0.00, -1.31, 3.09], [0.10, -2.35, -0.05], [1.14, -3.45, -0.67], [-1.04, -2.08, -0.93], [1.07, -1.32, 0.54], [0.86, -4.27, 2.93], [1.37, -2.77, 2.47], [1.59, -4.04, 1.42], [-1.37, -5.10, 2.10], [-0.62, -5.15, 0.48], [-2.10, -4.23, 0.73], [-2.03, -3.02, 4.58], [0.85, -3.73, -1.55], [1.68, 1.96, 0.55], [-0.04, 1.75, -0.48], [-1.34, 0.82, 0.73], [0.34, 0.81, -1.98], [-0.68, 0.56, -2.89], [-0.42, -0.22, -4.01], [0.85, -0.73, -4.23], [1.86, -0.48, -3.32], [1.60, 0.27, -2.18], [-0.67, 3.35, -0.99], [-1.98, 3.71, -0.72], [-2.42, 4.98, -1.08], [-1.54, 5.89, -1.66], [-0.21, 5.52, -1.89], [0.21, 4.25, -1.57], [-1.67, 0.94, -2.72], [-1.22, -0.44, -4.72], [1.06, -1.32, -5.11], [2.85, -0.88, -3.50], [2.39, 0.42, -1.45], [-2.64, 3.00, -0.23], [-3.45, 5.27, -0.90], [-1.89, 6.87, -1.92], [0.45, 6.23, -2.38], [1.24, 3.97, -1.75], [0.75, 1.25, 3.57], [2.23, 0.95, 4.03], [3.08, 2.06, 3.74], [2.47, -0.15, 2.96], [2.16, 0.42, 5.35]], "mulliken_charge": [1.04, -0.19, 0.57, -1.70, 0.55, -0.56, -0.67, -0.62, 1.24, -0.65, -0.78, -0.75, 0.40, 0.27, 0.36, 0.39, 0.43, 0.43, 0.39, 0.36, -0.44, 1.55, -0.47, 0.59, -0.54, -0.67, -0.48, -0.70, -0.24, 0.73, -0.25, -0.66, -0.43, -0.70, -0.53, 0.42, 0.39, 0.42, 0.40, 0.32, 0.36, 0.39, 0.39, 0.37, 0.36, -0.62, 1.30, -0.58, -0.58, -0.62], "orbital_gap_ev": [7.20, 8.76], "total_charge": 0, "s2": 2.01, "relative_energy_kj_mol": 0.0, "spin_multiplicity": 3}

=====

No. 6
{"formula": "C25H63Ca2CuN4O9", "method": "ωB97M-V/def2-TZVPD", "species": ["Cu", "Ca", "Ca", "C", "O", "H", "H", "H", "C", "O", "C", "C", "N", "C", "C", "O", "C", "H", "H", "H", "H", "H", "H", "H", "H", "H", "H", "H", "H", "H", "H", "H", "C", "O", "C", "C", "N", "C", "C", "O", "C", "H", "H", "H", "H", "H", "H", "H", "H", "H", "H", "H", "H", "H", "H", "H", "C", "O", "C", "C", "N", "C", "C", "O", "C", "H", "H", "H", "H", "H", "H", "H", "H", "H", "H", "H", "H", "H", "H", "H", "C", "O", "C", "C", "N", "C", "C", "O", "C", "H", "H", "H", "H", "H", "H", "H", "H", "H", "H", "H", "H", "H", "H", "H"], "positions_angstrom": [[1.44, 0.21, -1.11], [1.59, 3.67, 0.10], [1.44, 0.60, 2.27], [-1.09, 1.22, 0.04], [0.21, 1.68, 0.39], [-1.13, 0.71, -0.93], [-1.55, 0.42, 0.64], [-1.81, 2.03, -0.03], [-6.09, 1.02, -3.22], [-5.07, 0.04, -3.04], [-4.16, 0.44, -2.03], [-4.66, 0.09, -0.59], [-4.05, -1.22, -0.19], [-4.67, -2.33, -0.90], [-4.08, -3.67, -0.46], [-4.35, -4.03, 0.89], [-4.52, -5.42, 1.06], [-6.82, 0.95, -2.41], [-6.60, 0.86, -4.17], [-5.69, 2.04, -3.27], [-3.94, 1.49, -2.23], [-3.27, -0.20, -2.12], [-5.74, 0.18, -0.58], [-4.21, 0.73, 0.17], [-4.03, -1.29, 0.81], [-4.56, -2.14, -1.97], [-5.75, -2.37, -0.68], [-3.00, -3.57, -0.60], [-4.55, -4.41, -1.12], [-5.10, -5.99, 0.34], [-5.18, -5.48, 1.93], [-3.62, -5.98, 1.35], [0.42, -5.99, 1.00], [0.99, -4.72, 1.33], [0.29, -3.59, 0.89], [0.28, -3.43, -0.63], [-0.36, -2.14, -0.94], [-0.85, -1.98, -2.29], [0.31, -1.94, -3.27], [1.31, -1.02, -2.89], [2.40, -0.95, -3.79], [0.32, -6.16, -0.08], [-0.64, -6.03, 1.30], [0.95, -6.71, 1.62], [0.95, -2.78, 1.22], [-0.73, -3.60, 1.29], [-0.41, -4.18, -1.05], [1.22, -3.60, -1.15], [-1.04, -1.86, -0.24], [-1.36, -1.04, -2.51], [-1.60, -2.72, -2.58], [-0.03, -1.83, -4.30], [0.81, -2.91, -3.32], [3.28, -0.45, -3.35], [2.10, -0.44, -4.70], [2.85, -1.94, -3.92], [-0.58, 2.60, -4.80], [0.08, 3.59, -4.01], [-0.73, 4.00, -2.93], [-0.24, 5.28, -2.25], [1.13, 5.09, -1.67], [1.76, 6.43, -1.48], [3.23, 6.34, -1.08], [3.27, 5.61, 0.18], [4.63, 5.58, 0.66], [-1.51, 3.05, -5.15], [-0.78, 1.69, -4.22], [-0.02, 2.32, -5.69], [-0.81, 3.08, -2.33], [-1.70, 4.30, -3.35], [-0.87, 5.64, -1.43], [-0.31, 6.04, -3.03], [1.65, 4.78, -2.51], [1.24, 7.10, -0.78], [1.62, 6.97, -2.42], [3.64, 7.34, -1.01], [3.71, 5.75, -1.87], [5.12, 6.56, 0.60], [5.23, 4.92, 0.04], [4.61, 5.36, 1.73], [5.60, 1.43, 5.77], [5.25, 0.05, 5.94], [5.23, -0.68, 4.75], [4.15, -0.37, 3.74], [2.81, -0.10, 4.33], [2.10, -1.33, 4.76], [1.46, -2.11, 3.56], [0.48, -1.33, 2.87], [-0.87, -1.84, 2.96], [5.74, 1.88, 6.74], [4.79, 1.92, 5.21], [6.51, 1.56, 5.18], [5.11, -1.73, 5.04], [6.19, -0.54, 4.22], [4.13, -1.14, 2.96], [4.32, 0.57, 3.19], [2.90, 0.43, 5.20], [1.30, -1.08, 5.45], [2.81, -1.98, 5.27], [1.20, -3.11, 3.92], [2.20, -2.20, 2.76], [-0.84, -2.89, 2.70], [-1.62, -1.36, 2.33], [-1.15, -1.78, 4.02]], "mulliken_charge": [0.32, 1.57, 1.37, -0.32, -0.36, 0.00, -0.28, 0.43, -0.66, -0.38, 0.27, -0.74, 0.02, -0.79, -0.29, -0.36, -0.73, 0.29, 0.30, 0.28, 0.35, -0.38, 0.31, 0.31, 0.26, 0.44, 0.43, -0.19, 0.56, 0.36, 0.30, 0.20, -0.76, -0.48, 0.05, -0.99, 0.99, 0.17, -1.15, 0.17, -0.89, 0.31, 0.27, 0.33, -0.24, 0.12, 0.65, 0.32, -0.28, -0.81, 0.48, 0.59, 0.45, 0.27, 0.34, 0.35, -0.55, -0.41, 0.09, -1.01, -0.17, -0.78, -0.67, -0.37, -0.85, 0.35, 0.08, 0.28, -0.29, 0.55, 0.48, 0.41, 0.24, 0.46, 0.50, 0.47, 0.40, 0.34, 0.37, 0.30, -0.63, -0.36, -0.82, -0.64, -0.28, -0.81, -0.63, 0.35, -0.99, 0.27, 0.18, 0.34, 0.37, 0.48, 0.33, 0.48, 0.28, 0.53, 0.39, 0.38, 0.50, 0.52, -0.05, 0.41], "orbital_gap_ev": 3.03, "total_charge": 4}